Version A
The following is a quantum chemistry calculation of the ion C5H13N2S with charge +1, from the Open Molecules 2025 dataset.

Each line ends with the Löwdin charge.
Atoms and positions in Å:
S -0.478 -1.661 -0.343  0.92
N 1.466 0.418 0.616  0.10
N -0.791 0.106 1.547  -0.03
C -0.486 1.070 -0.746  -0.06
C 0.419 -2.223 -2.848  -0.01
C -0.786 1.313 2.363  0.03
C 0.022 0.166 0.311  -0.71
C 0.653 -1.588 -1.722  -0.51
H 1.995 0.619 -0.209  0.08
H -0.498 -0.717 2.025  0.14
H -0.546 -2.490 -3.087  0.05
H -0.049 1.996 -0.593  0.07
H 0.250 1.415 2.893  0.16
H 1.562 -1.045 -1.457  0.06
H -1.482 1.247 3.092  0.07
H -1.596 1.034 -0.531  0.13
H 1.918 -0.300 1.187  0.11
H -0.963 2.030 1.690  0.06
H 1.197 -2.147 -3.505  0.05
H -0.077 0.765 -1.718  0.10
H -1.732 -0.008 1.034  0.18

Output
SMILES ... C=CS[C@](C)(N)[NH2+]C
HOMO ... -12.6 eV
LUMO energy ... -3.376 eV
Charge ... +1

=====

Version B
The following is a quantum chemistry calculation of a cluster of 2 separate species, C5H13N2S in total, from the Open Molecules 2025 dataset.

Each line ends with the Löwdin charge.
Atoms and positions in Å:
S -3.722 0.609 -0.641  0.80
N -0.014 -1.497 0.054  0.05
N 1.475 0.118 0.172  -0.17
C 0.104 -0.306 0.330  -0.23
C 1.605 0.876 -1.159  0.03
C 1.953 0.891 1.311  0.00
C -1.209 -2.341 0.161  -0.05
C -2.115 1.165 -0.735  -0.40
H 2.068 -0.677 0.036  0.17
H -0.866 -3.333 -0.077  0.08
H 0.830 0.603 -1.910  0.11
H -0.664 0.502 0.494  0.09
H -1.855 0.785 -1.706  -0.07
H 2.762 1.606 1.062  0.12
H -1.952 -1.825 -0.437  0.06
H 1.225 1.951 -0.953  0.14
H -1.509 -2.480 1.209  0.10
H 2.566 0.972 -1.589  0.09
H 2.139 0.141 2.137  0.14
H -3.994 0.653 0.619  -0.15
H 1.174 1.585 1.620  0.10

Output
HOMO ... -12.7 eV
LUMO energy ... -4.069 eV
Charge ... +1

=====

Which of them is most stable? Easy: version A.